This record from the Open Molecules 2025 dataset describes C39H45GeN2O3SrTe as an isolated structure. The level of theory is ωB97M-V with the def2-TZVPD basis set.

CARTESIAN COORDINATES (ANGSTROEM)
Sr (-0.13, 0.79, 0.46)
C (-0.31, -6.07, 3.65)
C (-0.36, -4.61, 3.28)
C (0.05, -3.62, 4.16)
C (0.00, -2.28, 3.84)
C (0.47, -1.29, 4.84)
O (0.31, -1.48, 6.04)
C (1.22, -0.07, 4.39)
C (1.97, -0.05, 3.22)
C (2.65, 1.10, 2.84)
C (2.57, 2.24, 3.63)
C (1.83, 2.22, 4.81)
C (1.17, 1.06, 5.19)
C (-0.54, -1.84, 2.59)
O (-0.74, -0.60, 2.35)
C (-0.91, -2.87, 1.65)
C (-0.84, -4.21, 2.04)
C (-1.47, -2.56, 0.32)
N (-1.11, -1.53, -0.36)
C (-1.75, -1.16, -1.63)
C (-3.09, -0.45, -1.47)
Te (-3.25, 1.26, -0.15)
C (-4.61, -0.09, 1.02)
C (-5.88, -0.51, 0.61)
C (-6.66, -1.35, 1.39)
C (-6.19, -1.79, 2.62)
C (-4.94, -1.38, 3.06)
C (-4.16, -0.54, 2.26)
C (-2.46, -3.54, -0.23)
C (-2.11, -4.36, -1.30)
C (-3.03, -5.27, -1.82)
C (-4.31, -5.34, -1.29)
C (-4.66, -4.53, -0.22)
C (-3.74, -3.64, 0.31)
H (0.16, -6.21, 4.63)
H (0.27, -6.66, 2.93)
H (-1.31, -6.52, 3.70)
H (0.42, -3.90, 5.14)
H (2.02, -0.93, 2.59)
H (3.22, 1.11, 1.92)
H (3.08, 3.15, 3.33)
H (1.77, 3.11, 5.42)
H (0.59, 1.03, 6.10)
H (-1.18, -4.97, 1.34)
H (-1.89, -2.02, -2.29)
H (-1.06, -0.47, -2.12)
H (-3.85, -1.13, -1.09)
H (-3.39, -0.11, -2.46)
H (-6.27, -0.17, -0.35)
H (-7.64, -1.67, 1.04)
H (-6.79, -2.45, 3.23)
H (-4.55, -1.72, 4.01)
H (-3.17, -0.24, 2.60)
H (-1.11, -4.30, -1.72)
H (-2.74, -5.90, -2.65)
H (-5.03, -6.04, -1.70)
H (-5.65, -4.57, 0.20)
H (-4.01, -3.00, 1.14)
C (-0.37, 4.01, 0.96)
Ge (-0.41, 3.77, -1.04)
C (1.51, 4.08, -1.52)
C (-1.24, 5.42, -1.82)
C (-1.20, 2.08, -1.40)
H (-0.39, 5.06, 1.24)
H (0.55, 3.60, 1.41)
H (-1.23, 3.53, 1.42)
H (1.85, 5.07, -1.21)
H (1.64, 3.99, -2.61)
H (2.16, 3.33, -1.05)
H (-0.72, 6.34, -1.53)
H (-2.29, 5.49, -1.53)
H (-1.20, 5.32, -2.91)
H (-1.15, 1.90, -2.49)
O (2.19, -0.17, -0.07)
C (2.49, -0.97, -0.96)
C (3.81, -0.89, -1.70)
C (4.77, -2.04, -1.32)
C (4.08, -3.34, -0.89)
C (3.11, -3.93, -1.91)
C (1.99, -2.96, -2.33)
N (1.67, -1.97, -1.31)
H (4.25, 0.08, -1.46)
H (3.60, -0.90, -2.77)
H (5.40, -1.71, -0.49)
H (5.43, -2.23, -2.16)
H (3.54, -3.17, 0.04)
H (4.85, -4.08, -0.67)
H (2.67, -4.83, -1.49)
H (3.65, -4.23, -2.81)
H (1.07, -3.50, -2.54)
H (2.25, -2.44, -3.25)
H (0.78, -2.01, -0.81)

- Charge: -1
- Total energy: -4224.05500 hartree
- Orbital gap: 4.524 eV
- E_HOMO: -2.43 eV
- ΔE to the lowest compared entry with this formula, charge and spin: 231.4 kJ/mol

This record from the Open Molecules 2025 dataset describes C39H45GeN2O3SrTe as an isolated structure. The level of theory is ωB97M-V with the def2-TZVPD basis set.

CARTESIAN COORDINATES (ANGSTROEM)
Sr (-1.37, -1.55, -1.06)
C (4.33, -1.43, 4.08)
C (3.42, -1.46, 2.88)
C (3.90, -1.28, 1.59)
C (3.08, -1.37, 0.46)
C (3.69, -1.22, -0.89)
O (3.50, -2.01, -1.79)
C (4.60, -0.05, -1.11)
C (5.62, -0.15, -2.05)
C (6.44, 0.94, -2.31)
C (6.23, 2.14, -1.65)
C (5.20, 2.26, -0.73)
C (4.39, 1.16, -0.45)
C (1.68, -1.58, 0.60)
O (0.86, -1.62, -0.38)
C (1.20, -1.71, 1.94)
C (2.05, -1.69, 3.03)
C (-0.27, -1.95, 2.06)
N (-1.15, -1.06, 1.82)
C (-0.74, 0.31, 1.56)
C (-1.68, 1.28, 2.24)
Te (-0.89, 3.27, 2.08)
C (0.87, 2.79, 3.14)
C (0.89, 2.71, 4.53)
C (2.04, 2.34, 5.21)
C (3.20, 2.05, 4.50)
C (3.20, 2.12, 3.12)
C (2.04, 2.48, 2.44)
C (-0.73, -3.34, 2.35)
C (-2.07, -3.58, 2.65)
C (-2.52, -4.87, 2.90)
C (-1.63, -5.93, 2.86)
C (-0.29, -5.70, 2.56)
C (0.15, -4.41, 2.31)
H (5.31, -1.03, 3.81)
H (4.49, -2.43, 4.50)
H (3.92, -0.80, 4.87)
H (4.96, -1.09, 1.45)
H (5.75, -1.09, -2.57)
H (7.24, 0.85, -3.03)
H (6.87, 2.99, -1.86)
H (5.02, 3.20, -0.23)
H (3.58, 1.24, 0.26)
H (1.63, -1.82, 4.02)
H (-0.80, 0.54, 0.47)
H (0.29, 0.48, 1.89)
H (-1.85, 1.06, 3.29)
H (-2.64, 1.32, 1.72)
H (-0.01, 2.95, 5.09)
H (2.04, 2.29, 6.29)
H (4.10, 1.76, 5.03)
H (4.09, 1.87, 2.56)
H (2.03, 2.51, 1.36)
H (-2.75, -2.74, 2.68)
H (-3.56, -5.04, 3.13)
H (-1.98, -6.94, 3.05)
H (0.40, -6.53, 2.52)
H (1.19, -4.23, 2.07)
C (1.28, 1.54, -2.70)
Ge (-0.68, 1.91, -2.81)
C (-0.81, 3.89, -2.58)
C (-1.08, 1.81, -4.79)
C (-1.61, 0.81, -1.59)
H (1.85, 2.10, -3.44)
H (1.49, 0.47, -2.82)
H (1.62, 1.83, -1.70)
H (-0.20, 4.46, -3.29)
H (-0.51, 4.16, -1.56)
H (-1.86, 4.19, -2.70)
H (-0.38, 2.43, -5.35)
H (-2.09, 2.19, -4.98)
H (-1.02, 0.79, -5.17)
H (-2.64, 1.24, -1.53)
O (-3.87, -1.69, -1.18)
C (-4.44, -1.24, -2.20)
C (-5.91, -1.49, -2.43)
C (-6.75, -0.21, -2.21)
C (-6.00, 1.10, -2.47)
C (-5.41, 1.23, -3.87)
C (-4.43, 0.10, -4.24)
N (-3.78, -0.51, -3.09)
H (-6.22, -2.28, -1.75)
H (-6.05, -1.86, -3.45)
H (-7.09, -0.20, -1.17)
H (-7.64, -0.26, -2.83)
H (-5.19, 1.20, -1.74)
H (-6.67, 1.93, -2.28)
H (-4.89, 2.19, -3.94)
H (-6.21, 1.25, -4.62)
H (-3.63, 0.49, -4.86)
H (-4.93, -0.67, -4.83)
H (-2.83, -0.09, -2.72)

- Charge: -1
- Total energy: -4224.02280 hartree
- Orbital gap: 4.379 eV
- E_HOMO: -2.26 eV
- ΔE to the lowest compared entry with this formula, charge and spin: 315.9 kJ/mol